P:
{"formula": "C20H23N3O3", "method": "ωB97M-V/def2-TZVPD", "total_charge": 0, "e_lumo_ev": 0.60, "smiles": "CCOc1ccccc1N1C[C@@H](C(=O)N(C)Cc2cccnc2)CC1=O", "molar_mass_g_mol": 353.42, "homo_lumo_gap_ev": 9.47, "species": ["C", "C", "O", "C", "C", "C", "C", "C", "C", "N", "C", "O", "C", "H", "C", "C", "O", "N", "C", "H", "H", "H", "C", "C", "C", "C", "C", "N", "C", "H", "H", "H", "H", "H", "H", "H", "C", "H", "H", "H", "H", "H", "H", "H", "H", "H", "H", "H", "H"], "xyz": [[-5.4216, -2.7125, -0.0359], [-3.9556, -2.3076, -0.1375], [-3.7180, -1.0913, -0.8426], [-4.0824, 0.0802, -0.2242], [-5.4036, 0.5143, -0.2012], [-5.7343, 1.7443, 0.3376], [-4.7485, 2.5689, 0.8508], [-3.4290, 2.1586, 0.8226], [-3.0886, 0.9201, 0.2967], [-1.7336, 0.5230, 0.2569], [-1.2066, -0.4962, 0.9645], [-1.7879, -1.1986, 1.7606], [0.2762, -0.5774, 0.6164], [0.5779, -1.6158, 0.4901], [0.4271, 0.2843, -0.6443], [1.7450, 1.0513, -0.6390], [1.8271, 2.1696, -0.1629], [2.8169, 0.4180, -1.1636], [2.8034, -0.9159, -1.7188], [2.2552, -1.6070, -1.0810], [3.8302, -1.2707, -1.7891], [2.3636, -0.9258, -2.7208], [4.0962, 1.1118, -1.1900], [5.0571, 0.5024, -0.2075], [4.7791, 0.5256, 1.1560], [5.6645, -0.0738, 2.0338], [6.7990, -0.6799, 1.5116], [7.0746, -0.7071, 0.2202], [6.2255, -0.1319, -0.6127], [6.4993, -0.1766, -1.6604], [7.5216, -1.1662, 2.1533], [5.4813, -0.0716, 3.0970], [3.8831, 1.0140, 1.5111], [4.5053, 1.0744, -2.2043], [3.8930, 2.1519, -0.9193], [0.3391, -0.3320, -1.5400], [-0.7709, 1.2394, -0.5520], [-1.1979, 1.4737, -1.5299], [-0.4599, 2.1735, -0.0670], [0.8386, -0.1565, 1.4536], [-2.6495, 2.7937, 1.2160], [-5.0051, 3.5310, 1.2675], [-6.7659, 2.0631, 0.3456], [-6.1688, -0.1087, -0.6366], [-3.5121, -2.2442, 0.8625], [-3.4059, -3.0505, -0.7219], [-5.4783, -3.7257, 0.3535], [-5.9629, -2.0556, 0.6405], [-5.8929, -2.6881, -1.0163]], "lowdin_charge": [-0.075, -0.233, -0.055, -0.201, -0.007, -0.077, -0.084, -0.002, -0.129, 0.012, -0.430, 0.077, -0.013, 0.122, -0.178, -0.435, 0.055, -0.087, -0.023, 0.086, 0.091, 0.099, -0.106, -0.194, -0.011, -0.052, -0.153, 0.060, -0.116, 0.113, 0.103, 0.102, 0.117, 0.131, 0.129, 0.142, -0.070, 0.142, 0.126, 0.140, 0.119, 0.102, 0.104, 0.112, 0.104, 0.123, 0.075, 0.067, 0.078]}

---

Q:
{"formula": "C20H23N3O3", "method": "ωB97M-V/def2-TZVPD", "total_charge": 0, "e_lumo_ev": 0.61, "smiles": "COc1cc(N)c(C2=NN(C(=O)CCc3ccccc3)CC2)cc1OC", "molar_mass_g_mol": 353.42, "homo_lumo_gap_ev": 8.08, "species": ["O", "N", "O", "O", "C", "C", "C", "C", "C", "C", "C", "C", "C", "C", "C", "C", "C", "C", "N", "N", "C", "C", "C", "C", "C", "C", "H", "H", "H", "H", "H", "H", "H", "H", "H", "H", "H", "H", "H", "H", "H", "H", "H", "H", "H", "H", "H", "H", "H"], "xyz": [[1.9624, 1.9904, 2.7056], [1.3194, 0.4326, 0.4800], [-0.6762, -1.4986, -4.8487], [1.8718, -0.2867, -6.0264], [1.3129, 0.9842, 2.8350], [0.6578, -0.1672, -0.4359], [-3.7600, 0.1626, 3.8440], [-3.1246, -0.6763, 4.7710], [-3.1185, 1.2640, 3.3809], [0.0849, -0.9297, -2.6718], [2.3880, 0.2329, -3.8200], [-1.8542, -0.3912, 5.2301], [-1.9180, 1.6248, 3.7791], [0.2579, -0.8809, -4.0589], [1.4854, -0.4054, -4.6547], [0.9155, -0.1872, -1.8508], [2.0785, 0.3510, -2.4025], [-1.2488, 0.8402, 4.7187], [2.9338, 1.1022, -1.6845], [0.8876, 0.1688, 1.7434], [-1.9318, -0.7767, -5.1548], [2.7917, -1.1992, -6.4743], [1.2722, 0.4908, 4.3026], [-0.5950, -0.9303, 0.1754], [0.2064, 1.2554, 5.0725], [-0.4628, -0.3370, 1.6930], [-4.7302, -0.1100, 3.4959], [-3.5783, -1.6407, 5.0115], [-3.6118, 1.8103, 2.5725], [-0.6557, -1.5094, -2.3243], [3.3082, 0.5144, -4.3998], [-1.4440, -1.0872, 5.9294], [-1.5634, 2.5164, 3.3186], [3.4465, 1.6954, -2.2989], [2.3508, 1.5084, -0.9018], [-2.4559, -1.0884, -6.1058], [-2.6077, -0.9387, -4.2647], [-1.7606, 0.2923, -5.3176], [2.8269, -1.1134, -7.5190], [3.7623, -0.9677, -6.0294], [2.4411, -2.2021, -6.1653], [2.3073, 0.7347, 4.7413], [1.1745, -0.5695, 4.4224], [-1.5122, -0.7901, -0.2872], [-0.4105, -2.0155, 0.2381], [0.4306, 1.0824, 6.1197], [0.4086, 2.3039, 4.7873], [-0.6997, -1.1011, 2.4879], [-1.1633, 0.4420, 1.8410]], "lowdin_charge": [0.084, 0.120, -0.129, -0.124, -0.397, -0.186, -0.085, -0.091, -0.147, 0.051, 0.062, -0.020, -0.104, -0.215, -0.156, -0.133, -0.263, -0.163, 0.116, -0.067, -0.044, -0.113, -0.116, -0.016, -0.148, -0.100, 0.096, 0.106, 0.122, 0.085, 0.141, 0.101, 0.124, 0.089, 0.109, 0.095, 0.093, 0.082, 0.075, 0.086, 0.111, 0.148, 0.098, 0.074, 0.115, 0.109, 0.119, 0.135, 0.073]}

---

Least stable structure: Q

---

P:
{"formula": "C3H4FN3O", "method": "ωB97M-V/def2-TZVPD", "total_charge": 0, "e_lumo_ev": 0.76, "smiles": "N/N=c1/[nH]c(F)co1", "molar_mass_g_mol": 117.08, "homo_lumo_gap_ev": 8.49, "species": ["C", "C", "C", "H", "H", "H", "H", "N", "N", "N", "O", "F"], "xyz": [[0.0674, 0.5260, -0.1418], [-1.2222, -1.0965, -0.6294], [-0.6169, -1.4603, 0.5532], [1.5876, 0.6001, 1.3546], [1.8374, 2.4941, 0.9333], [-0.5370, 0.3412, -2.1530], [-1.0566, -2.1938, 1.3709], [1.8493, 1.4957, 0.5784], [0.9776, 1.3652, -0.3841], [-0.9406, 0.1104, -1.1507], [0.1103, -0.3163, 0.9480], [-2.0563, -1.8660, -1.2794]], "lowdin_charge": [-0.374, -0.412, -0.003, 0.183, 0.105, 0.216, 0.167, -0.065, -0.057, 0.165, -0.047, 0.122]}

---

Q:
{"formula": "C3H4FN3O", "method": "ωB97M-V/def2-TZVPD", "total_charge": 0, "e_lumo_ev": 0.79, "smiles": "Nc1noc(N)c1F", "molar_mass_g_mol": 117.08, "homo_lumo_gap_ev": 9.40, "species": ["C", "C", "C", "H", "H", "H", "H", "N", "N", "N", "O", "F"], "xyz": [[1.1058, -0.2545, -0.0071], [-1.0902, -0.1247, 0.0105], [0.0201, 0.6515, -0.0018], [3.0481, -0.7060, 0.1538], [2.7236, 0.9313, 0.4033], [-2.6897, 1.0604, -0.2600], [-3.0588, -0.5892, -0.2793], [2.4441, 0.0695, -0.0922], [0.6772, -1.4943, 0.0019], [-2.4418, 0.1410, 0.0809], [-0.7232, -1.4145, 0.0089], [0.0880, 1.9969, -0.0037]], "lowdin_charge": [-0.369, -0.325, -0.182, 0.096, 0.112, 0.103, 0.113, 0.125, 0.098, 0.153, 0.005, 0.072]}

---

Least stable structure: P

---

P:
{"formula": "C4H11NO2", "method": "ωB97M-V/def2-TZVPD", "total_charge": -1, "e_lumo_ev": [2.82, 2.82], "s_squared": 0.753, "molar_mass_g_mol": 105.14, "homo_lumo_gap_ev": [2.67, 5.69], "multiplicity": 2, "species": ["O", "C", "C", "C", "C", "N", "H", "H", "H", "H", "H", "H", "H", "H", "H", "H", "H", "O"], "xyz": [[0.9084, -0.1859, -2.1551], [-0.1035, 0.5591, -1.8607], [-0.5165, 0.8510, -0.4114], [0.5488, 1.5974, 0.3644], [0.1588, 1.7429, 1.8629], [-1.8078, 1.5541, -0.3562], [-0.3950, 1.4094, -2.5314], [-0.7305, -0.1066, 0.0787], [1.4077, 0.9178, 0.4279], [0.8147, 2.5634, -0.0653], [-0.0007, 0.7321, 2.2356], [-0.8048, 2.2429, 1.9813], [0.9207, 2.2559, 2.4624], [-1.7362, 2.4933, -0.7347], [-2.4707, 1.0912, -0.9662], [1.0125, -6.3731, -0.7925], [1.5692, -7.1186, 0.3167], [1.2249, -6.2263, 0.1436]], "lowdin_charge": [-0.261, -0.455, -0.481, -0.237, -0.142, -0.009, 0.037, 0.121, 0.101, 0.099, 0.057, 0.044, 0.049, 0.045, 0.032, 0.038, 0.030, -0.068]}

---

Q:
{"formula": "C4H11NO2", "method": "ωB97M-V/def2-TZVPD", "total_charge": -1, "e_lumo_ev": [2.55, 2.54], "s_squared": 0.754, "molar_mass_g_mol": 105.14, "homo_lumo_gap_ev": [2.08, 5.67], "multiplicity": 2, "species": ["C", "C", "C", "N", "C", "H", "H", "H", "H", "H", "H", "H", "H", "H", "O", "H", "H", "O"], "xyz": [[0.0658, -1.5253, -0.1851], [-1.0199, -0.7077, 0.5400], [-2.2559, -0.6983, 0.1915], [-3.1772, 0.1986, 0.6594], [-3.9495, -0.1608, 1.7170], [0.2485, -1.1126, -1.1779], [-0.1929, -2.5850, -0.3003], [1.0223, -1.5859, 0.2872], [-0.6743, -0.0713, 1.3491], [-2.6375, -1.2848, -0.5892], [-3.8388, -1.1039, 2.2355], [-4.6916, 0.5103, 2.0723], [2.8665, 3.5697, -2.8490], [1.7437, 2.6287, -3.2874], [2.5737, 3.0009, -3.5663], [5.4434, 0.3032, 1.3824], [4.2330, -0.5166, 1.2681], [5.1890, -0.5987, 1.3050]], "lowdin_charge": [-0.148, -0.207, -0.379, -0.160, -0.260, 0.045, 0.051, 0.021, 0.077, 0.068, -0.046, -0.059, 0.030, 0.027, -0.059, 0.009, 0.035, -0.046]}

---

Least stable structure: Q

---

P:
{"formula": "C3H8N4P", "method": "ωB97M-V/def2-TZVPD", "total_charge": 1, "e_lumo_ev": -3.86, "molar_mass_g_mol": 131.10, "homo_lumo_gap_ev": 9.57, "species": ["C", "C", "C", "N", "N", "N", "N", "P", "H", "H", "H", "H", "H", "H", "H", "H"], "xyz": [[-0.4864, -0.0133, 2.0559], [1.5906, 2.5624, -1.0292], [3.5830, -1.8274, 0.2445], [0.3781, -0.0096, 1.1562], [1.4354, 1.4262, -0.5369], [2.8353, -0.9735, 0.1413], [-1.8860, -1.3577, -1.2733], [0.7871, -0.0220, -0.3981], [-0.1843, -0.2375, 3.0745], [-1.5361, 0.2165, 1.8853], [2.5489, 3.0623, -0.9179], [0.8061, 3.1062, -1.5491], [4.3005, -2.5967, 0.3748], [-2.2516, -0.9578, -2.1300], [-2.6678, -1.4540, -0.6351], [-1.5661, -2.2934, -1.4960]], "lowdin_charge": [-0.016, -0.003, 0.054, -0.228, -0.239, 0.003, -0.012, 0.933, 0.089, 0.089, 0.092, 0.094, 0.082, 0.022, 0.020, 0.021]}

---

Q:
{"formula": "C3H8N4P", "method": "ωB97M-V/def2-TZVPD", "total_charge": 1, "e_lumo_ev": [-4.99, -4.99], "molar_mass_g_mol": 131.10, "homo_lumo_gap_ev": [8.99, 8.99], "species": ["C", "C", "C", "N", "N", "N", "N", "P", "H", "H", "H", "H", "H", "H", "H", "H"], "xyz": [[-2.7480, -0.4118, 0.3310], [1.3152, -2.0848, -0.6290], [1.0833, 2.0028, -1.5519], [-1.7774, 0.1622, -0.2351], [0.4024, -1.2266, -0.8030], [0.3188, 1.4718, -0.7302], [0.8271, 0.3953, 2.1252], [-0.1399, 0.0697, 0.0414], [-3.8150, -0.2111, -0.0724], [-2.8271, -1.0476, 1.3246], [1.4538, -2.8439, -1.3741], [1.9799, -2.1929, 0.2226], [1.1343, 3.0892, -1.5460], [1.8672, 1.4389, -2.0029], [0.0328, 0.0077, 2.7104], [0.8927, 1.3809, 2.1894]], "lowdin_charge": [-0.042, 0.011, -0.005, -0.124, -0.116, -0.138, -0.007, 0.840, 0.120, 0.128, 0.087, 0.094, 0.097, 0.079, 0.012, -0.037]}

---

Least stable structure: Q